{"formula": "C4H6N2O3", "method": "wB97M-V/def2-TZVPD", "elements": ["N", "C", "C", "N", "C", "C", "O", "O", "O", "H", "H", "H", "H", "H", "H"], "coordinates": [[0.6757, 0.6200, -0.7770], [-0.5517, -0.9379, -0.7583], [1.2975, 1.0450, 0.3104], [-1.7964, -0.4099, -0.8259], [0.3581, 0.7402, 1.6440], [-0.1841, -0.3993, 1.8590], [1.5083, 0.6630, -1.9276], [-0.1291, -1.8548, -1.4096], [2.4090, 1.4370, 0.5632], [1.5816, -0.2539, -2.2331], [-2.3803, -0.7157, -1.5895], [-1.9825, 0.4304, -0.3043], [0.4449, 1.5715, 2.3285], [-0.9049, -0.9027, 2.4732], [-0.3460, -1.0331, 0.6470]], "forces_ev_per_angstrom": [[-0.699, -0.593, -0.502], [0.664, 0.912, -2.886], [-1.033, -1.947, 2.273], [0.298, -0.107, 0.664], [1.809, 1.881, -1.639], [-1.779, -2.183, -3.281], [-0.560, -0.368, 0.304], [0.042, 0.947, 1.346], [0.008, 0.690, -0.381], [0.015, -0.062, 0.153], [0.053, 0.094, 0.173], [-0.085, -0.002, -0.262], [0.034, -0.141, 0.415], [0.196, 0.102, 0.654], [1.037, 0.779, 2.969]], "lowdin_charge": [-0.02, -0.45, -0.50, 0.15, -0.04, 0.06, -0.01, 0.11, 0.08, 0.09, 0.13, 0.11, 0.11, 0.07, 0.11], "total_energy_ev": -13362.01712, "gap_ev": 7.80, "relative_energy_kj_mol": 671.69}